(1)
Computed, not measured: C13H30BaO11 as an isolated structure in a non-equilibrium geometry, with ωB97M-V/def2-TZVPD.

Computed properties:
Charge: -1
Kohn-Sham gap (spin up / spin down) in eV: 2.31 / 4.59
2S+1: 2

Structure (XYZ):
```
55
Properties=species:S:1:pos:R:3:forces:R:3:mulliken_charge:R:1
Ba 0.1147 -0.3025 0.0959 -1.7 0.0 -1.1 -0.889
C -1.9198 3.9467 -1.3832 0.7 -2.4 0.8 -0.879
C -1.3747 2.6571 -1.1224 0.4 0.9 -2.8 0.335
C -0.8526 1.8344 -2.4737 -1.5 1.8 -1.3 0.366
O -0.4925 0.6396 -2.3373 0.6 0.3 0.7 -0.882
C -0.9542 2.5211 -3.7753 1.7 -3.5 4.1 -0.672
C -1.5058 3.7468 -3.8783 -0.6 2.8 -5.9 0.456
C -2.0706 4.4657 -2.6811 -2.4 5.1 0.2 0.323
O -2.6766 5.6428 -2.7808 2.2 -4.2 -0.3 -0.739
O -1.5424 4.2300 -5.1251 -0.3 -0.4 4.3 -0.778
O -1.1594 2.0953 -0.0269 0.1 -0.4 0.7 -0.366
H -2.3505 4.5133 -0.5708 0.1 0.1 0.1 0.381
H -0.4535 2.0604 -4.6140 -0.3 -0.1 -0.2 0.372
C -1.2097 0.5905 3.3120 -1.2 -0.6 0.0 -0.276
O -0.1278 0.8704 2.4632 0.9 0.4 0.6 -0.330
H -1.8379 -0.1431 2.8067 0.0 -0.1 0.0 -0.067
H -0.9007 0.1485 4.2592 0.1 0.2 0.2 0.248
H -1.8339 1.4726 3.4551 0.1 0.1 0.2 0.343
H 0.1176 1.7824 2.6350 0.1 0.1 -0.4 0.185
C 2.8902 2.4204 1.0965 -0.8 0.6 -0.2 -0.984
O 1.9621 1.6818 0.2596 1.6 0.4 0.8 0.034
H 3.8939 2.5032 0.6795 0.0 -0.4 -0.1 0.318
H 2.4940 3.4324 1.1794 0.1 0.2 0.1 0.377
H 2.9379 2.0477 2.1197 -0.1 -0.5 -0.2 0.263
H 1.9580 2.1976 -0.5501 -0.5 0.0 -0.3 0.124
C -3.8344 -0.0912 0.8466 -1.2 -0.4 -0.6 -0.514
O -2.8110 -0.7015 0.0925 1.4 1.3 0.0 -0.010
H -4.7037 -0.1634 0.1929 -0.7 -0.1 0.5 0.316
H -3.9755 -0.6290 1.7841 -0.3 0.0 0.1 0.272
H -3.7578 0.9773 1.0478 1.0 -0.1 -0.2 0.217
H -2.9726 -1.6478 0.0811 -0.4 -0.7 0.0 0.088
C -0.5156 -3.0560 2.7049 1.4 0.2 0.4 -0.082
O -1.0721 -2.3109 1.6897 0.2 1.8 -0.1 1.333
H 0.4359 -2.5807 2.9430 0.2 0.0 0.1 0.182
H -1.0924 -2.9916 3.6275 -0.3 -0.8 0.0 0.188
H -0.2709 -4.0244 2.2684 -0.3 -0.6 0.9 0.106
H -1.7605 -2.8400 1.2802 -1.1 -0.7 -0.6 -0.466
C 0.1487 -4.0134 -1.1075 -0.8 -1.4 0.2 -0.311
O -0.5772 -2.8248 -1.0833 1.2 1.1 -0.7 -0.341
H -0.1279 -4.5810 -0.2191 0.6 -0.1 0.6 0.162
H -0.2540 -4.6849 -1.8658 0.4 0.1 -0.7 0.331
H 1.2293 -3.9021 -1.1972 -0.1 0.3 0.0 0.197
H -1.4453 -3.0916 -0.7723 -1.2 -0.1 0.3 0.006
C 3.1034 -2.2706 1.2088 0.1 -0.4 1.1 -0.593
O 2.1598 -1.2724 1.6209 0.3 -0.1 -0.9 -0.209
H 3.1232 -2.9866 2.0305 0.3 -0.4 -0.2 0.316
H 2.8055 -2.8113 0.3105 -0.6 0.4 0.1 0.109
H 4.1221 -1.9259 1.0312 -0.1 0.5 0.1 0.307
H 2.5004 -0.7123 2.3223 0.3 -0.2 0.0 0.141
C 2.8013 -0.0095 -2.4184 0.4 1.0 -0.3 -0.555
O 2.0560 -1.0038 -1.7332 0.5 0.0 -0.4 -0.291
H 2.9824 -0.1694 -3.4813 -0.4 -0.6 -0.1 0.299
H 2.2834 0.9493 -2.3914 -0.3 -0.3 0.2 0.052
H 3.7903 0.1453 -1.9870 0.1 -0.1 0.4 0.331
H 2.5237 -1.8311 -1.8693 -0.2 -0.2 0.0 0.158
```
Positions in Å, forces in eV/Å.

(2)
Computed, not measured: a 2-piece molecular cluster, C13H30BrNO4 overall, with ωB97M-V/def2-TZVPD.

Computed properties:
Kohn-Sham gap in eV: 9.65
Structure (SMILES): COC[C@@H](CCCBr)OC.COCCNCCOC

Structure (XYZ):
```
49
Properties=species:S:1:pos:R:3:forces:R:3:mulliken_charge:R:1
C -0.8038 1.7630 -2.7109 0.3 0.2 -0.1 -0.789
O 0.0171 2.7363 -2.0973 0.1 -0.1 0.3 -0.295
C 0.5910 2.3122 -0.8538 0.0 0.2 -0.9 -0.042
C 2.1110 2.2379 -1.0262 0.1 -0.1 -0.2 0.256
C 2.6729 3.4586 -1.7317 0.4 0.1 0.7 -1.169
C 2.5970 4.7116 -0.8398 -0.2 -0.1 -0.5 -0.633
C 2.2239 5.9868 -1.6043 0.3 -0.6 0.5 -0.679
Br 0.5250 6.7103 -1.0048 0.0 0.1 -0.2 -0.221
O 2.8645 2.0873 0.1772 -0.3 0.2 0.0 -0.405
C 2.1985 1.5225 1.2834 0.4 -0.2 0.2 -0.526
H -0.2158 0.9106 -3.0518 0.0 -0.2 0.1 0.312
H -1.5998 1.4308 -2.0498 -0.1 -0.1 0.2 0.324
H -1.2463 2.2204 -3.5876 -0.1 0.2 -0.1 0.240
H 0.2845 3.0289 -0.0997 0.0 0.1 0.3 0.340
H 0.2071 1.3232 -0.6341 -0.2 -0.2 0.4 -0.151
H 2.3143 1.3669 -1.6549 0.0 -0.2 -0.1 0.211
H 3.7173 3.2285 -1.9239 0.2 0.0 -0.2 0.401
H 2.1854 3.6032 -2.6843 -0.2 0.0 -0.2 0.555
H 1.8863 4.5339 -0.0463 -0.2 0.1 0.2 0.429
H 3.5488 4.8570 -0.3499 0.3 0.1 0.2 0.368
H 2.9699 6.7427 -1.4304 0.0 0.4 -0.1 0.399
H 2.1639 5.7639 -2.6558 -0.3 0.2 -0.4 0.400
H 1.4838 2.2006 1.7386 -0.4 0.1 -0.1 0.291
H 2.9537 1.3286 2.0367 0.2 0.0 0.1 0.367
H 1.7388 0.5628 1.0561 -0.3 -0.1 -0.1 0.087
C -4.4211 -3.5756 0.8593 0.1 -0.1 0.1 -0.696
O -3.3653 -4.4893 1.0839 -0.1 0.1 -0.1 -0.350
C -2.5812 -4.7842 -0.0652 0.1 -0.2 0.0 -0.777
C -1.1838 -4.2144 0.0580 0.0 0.2 0.1 -0.226
N -1.1919 -2.7587 -0.0180 0.0 0.0 0.1 -0.304
C 0.0792 -2.1190 0.3112 -0.2 0.0 -0.1 -0.370
C 0.6574 -2.3065 1.7112 0.2 0.1 0.0 -0.731
O -0.0760 -1.6694 2.7387 -0.1 -0.1 0.0 -0.404
C -1.1781 -2.3976 3.2487 0.0 0.2 0.1 -0.590
H -5.0475 -3.5761 1.7497 0.0 0.0 0.0 0.240
H -4.0560 -2.5553 0.6973 0.0 0.0 -0.1 0.281
H -5.0310 -3.8751 0.0024 0.0 0.0 0.0 0.342
H -3.0703 -4.4243 -0.9747 0.0 0.1 0.0 0.417
H -2.5048 -5.8730 -0.1320 0.0 0.0 0.0 0.397
H -0.5689 -4.6066 -0.7575 0.0 0.0 0.0 0.334
H -0.7623 -4.5830 1.0025 0.0 -0.1 0.0 0.195
H -1.9055 -2.3991 0.6021 0.0 0.0 0.0 0.068
H -0.0563 -1.0450 0.1557 0.0 0.0 0.0 0.071
H 0.8264 -2.4525 -0.4167 0.0 0.0 0.0 0.412
H 1.6400 -1.8267 1.7154 0.0 0.0 0.0 0.412
H 0.8291 -3.3608 1.9584 -0.1 0.0 0.0 0.443
H -0.9919 -3.4743 3.2415 0.0 0.0 -0.1 0.299
H -2.0956 -2.1833 2.6939 0.0 -0.1 0.0 0.182
H -1.3337 -2.0787 4.2792 0.0 0.0 0.0 0.283
```
Positions in Å, forces in eV/Å.

(3)
Computed, not measured: C13H30CeClO2P2 as an isolated structure in a non-equilibrium geometry, with ωB97M-V/def2-TZVPD.

Computed properties:
Charge: +2
Kohn-Sham gap (spin up / spin down) in eV: 5.44 / 5.96
2S+1: 2

Structure (XYZ):
```
49
Properties=species:S:1:pos:R:3:forces:R:3:mulliken_charge:R:1
C 0.6960 -0.3103 -6.6960 0.0 0.1 0.2 -1.063
C 0.4382 0.1282 -5.2839 0.1 0.0 -0.3 0.747
H 1.7722 -0.3404 -6.8753 -0.2 0.0 0.0 0.299
H 0.2087 0.3853 -7.3852 0.0 -0.1 0.1 0.344
H 0.2502 -1.2964 -6.8550 0.0 0.1 0.0 0.347
O 1.2279 0.4115 -4.4422 -0.5 -0.2 0.0 -0.431
Cl -1.3578 0.1979 -4.9297 0.5 0.0 0.2 -0.215
Ce 0.3089 -0.1323 -0.0939 -11.6 -0.7 -5.4 0.050
P 0.0869 2.1618 -0.3387 -0.9 9.6 -0.6 1.112
C 1.3538 3.2291 0.4442 0.3 -0.3 0.2 -1.314
C 0.0814 2.7177 -2.0842 0.1 -0.7 -0.1 -1.183
H -0.1097 3.7940 -2.1559 0.0 -0.2 0.2 0.467
H -1.5902 3.8934 0.1010 0.2 -0.2 -0.1 0.467
H -0.6967 2.1619 -2.6137 0.0 0.2 -0.2 0.375
H -2.3096 2.2697 -0.1511 -0.1 0.2 0.1 0.430
H 2.3387 2.9774 0.0416 -0.1 0.1 0.0 0.412
H 1.0479 2.4851 -2.5390 -0.1 0.1 -0.1 0.434
C -1.4909 2.8237 0.3154 -0.1 -0.4 0.2 -1.266
H 1.1447 4.2880 0.2595 -0.1 -0.2 -0.1 0.464
H -1.5295 2.6605 1.3957 0.0 0.1 -0.2 0.235
H 1.3678 3.0440 1.5217 0.0 0.1 -0.1 0.321
P 0.2891 -2.4486 -0.0111 -0.1 -9.6 1.0 1.125
C 1.6375 -3.2804 0.9091 0.2 0.3 0.1 -1.301
C -1.2306 -3.1463 0.7366 -0.2 0.4 0.1 -1.298
H -0.4743 -2.8389 -2.2594 0.0 -0.2 -0.1 0.450
H 0.2508 -4.3317 -1.5786 0.0 0.2 0.1 0.412
H 1.2914 -2.9928 -2.1486 -0.1 -0.1 -0.1 0.434
C 0.3458 -3.2434 -1.6605 0.1 0.7 -0.2 -1.287
H -2.0904 -2.7350 0.2015 -0.1 -0.2 0.1 0.441
H -1.2360 -4.2400 0.6737 0.1 0.2 -0.1 0.463
H 1.5211 -4.3686 0.8790 -0.1 0.2 -0.1 0.457
H 1.6284 -2.9425 1.9490 0.0 -0.1 -0.1 0.336
H -1.2907 -2.8382 1.7838 0.0 -0.1 -0.2 0.307
H 2.5998 -3.0053 0.4691 0.0 -0.1 0.1 0.413
C 1.8307 0.0052 0.8961 13.2 1.2 7.5 0.379
O 2.8088 0.0939 1.5327 -1.4 -0.1 -0.7 -0.177
C -1.6770 1.1194 4.2187 -0.3 0.5 0.1 -1.511
C -0.6015 0.6648 3.2226 0.3 -0.3 -0.3 1.387
C 0.3535 -0.3074 3.9312 0.1 0.1 0.3 -1.301
C -1.2554 0.0023 1.9960 -0.1 -0.1 -0.9 -1.201
H -2.2708 0.2530 4.5824 0.4 0.5 -0.2 0.358
H -2.3651 1.8462 3.7368 0.3 -0.4 0.4 0.381
H -1.2046 1.6211 5.0903 -0.3 -0.3 -0.5 0.402
H -0.0431 1.5630 2.8881 0.0 -0.2 0.3 -0.303
H -0.2020 -1.1931 4.3089 0.3 0.6 -0.2 0.332
H 1.1442 -0.6767 3.2602 -0.2 0.1 0.3 0.116
H 0.8419 0.1969 4.7923 -0.3 -0.4 -0.5 0.402
H -2.1098 0.5978 1.6295 0.2 0.0 0.0 0.318
H -1.7310 -0.9265 2.3336 0.2 -0.1 -0.2 0.433
```
Positions in Å, forces in eV/Å.

- Number 1 is which compound?
  C13H30BaO11

- Number 1 is which compound?
  C13H30BaO11